one.
{"formula": "CH3N3O", "method": "ωB97M-V/def2-TZVPD", "gap_ev": [9.2, 9.2], "smiles": "N=C=N.N=O", "mol_weight_g_mol": 73.06, "lumo_energy_ha": [-0.030, -0.030], "homo_ha": [-0.36635, -0.36632], "symbols": ["N", "O", "H", "C", "N", "N", "H", "H"], "xyz": [[0.2531, -0.8402, 0.3058], [-2.5519, 0.5477, 0.6035], [3.2277, 0.3016, 0.0245], [1.3049, -0.2854, 0.1097], [-2.2410, -0.1506, -0.3295], [2.2518, 0.3533, -0.2826], [-1.6247, 0.3694, -1.0485], [-0.6199, -0.2958, 0.6172]]}

two.
{"formula": "CH3N3O", "method": "ωB97M-V/def2-TZVPD", "gap_ev": 10.7, "smiles": "N#[N+][O-].C=N", "mol_weight_g_mol": 73.06, "lumo_energy_ha": 0.041, "homo_ha": -0.35254, "symbols": ["C", "H", "O", "N", "N", "H", "N", "H"], "xyz": [[0.2680, 0.2442, -0.4034], [0.4788, 0.5248, -1.3414], [-2.1991, 0.9875, 0.0057], [-0.0778, -0.9456, -0.2621], [-2.9140, 0.0947, 0.0370], [0.2831, 0.8705, 0.5180], [-3.5743, -0.7706, -0.0183], [-0.1953, -1.3994, 0.6150]]}

Which one is most stable, and which one is least stable? two is the most stable of them, while one is the least stable.

one.
{"formula": "C2H5ClN2O2", "method": "ωB97M-V/def2-TZVPD", "gap_ev": [8.1, 8.2], "mol_weight_g_mol": 124.53, "lumo_energy_ha": [-0.051, -0.053], "homo_ha": [-0.34910, -0.35461], "symbols": ["H", "H", "N", "H", "C", "N", "H", "O", "H", "O", "Cl", "C"], "xyz": [[-0.2711, 1.7816, -0.4399], [0.7245, -2.0878, 0.9297], [0.9147, -0.0310, 1.4521], [-1.8945, 1.3359, -0.9561], [0.9428, -1.0435, 0.4543], [-0.9162, -0.3658, -0.3346], [-0.7186, 1.0554, -1.9323], [1.0428, 1.1316, 1.2445], [1.5105, -0.8306, -0.4563], [0.6303, -0.4295, 2.5576], [-1.0920, -1.5233, -1.5963], [-0.8733, 1.0070, -0.9227]]}

two.
{"formula": "C2H5ClN2O2", "method": "ωB97M-V/def2-TZVPD", "gap_ev": [7.8, 7.4], "mol_weight_g_mol": 124.53, "lumo_energy_ha": [-0.060, -0.060], "homo_ha": [-0.34731, -0.33357], "symbols": ["C", "H", "O", "H", "C", "N", "H", "N", "H", "H", "Cl", "O"], "xyz": [[-0.6108, 0.7428, -0.9576], [1.7080, -0.9523, 1.7102], [-2.0792, -0.7021, -0.3616], [-0.2495, 1.7678, -1.2513], [0.9744, -0.8817, 0.8671], [-1.8316, 0.4980, -0.3019], [-0.0736, -1.2386, 1.2047], [1.0264, 0.4272, 0.3843], [-0.2971, -0.1813, -1.5454], [1.4258, -1.7866, 0.2792], [2.3931, 0.9615, -0.4082], [-2.3858, 1.3453, 0.3803]]}

Which one is most stable, and which one is least stable? one is the most stable of them, while two is the least stable.

one.
{"formula": "C5H8N2S", "method": "ωB97M-V/def2-TZVPD", "gap_ev": 8.6, "smiles": "N[C@@H]1C=CCSN=C1", "mol_weight_g_mol": 128.20, "lumo_energy_ha": -0.002, "homo_ha": -0.31584, "symbols": ["H", "H", "C", "H", "N", "H", "C", "N", "C", "C", "S", "C", "H", "H", "H", "H"], "xyz": [[-1.9566, 1.9331, 0.5385], [1.4826, -1.4067, 2.0307], [1.5231, -1.0563, -0.2149], [-2.1617, -0.4738, -1.6182], [-0.2800, 0.5590, -1.6369], [-2.4560, -0.5584, 0.9056], [-1.5191, -0.1797, 0.4122], [-1.6325, 1.2081, 1.1939], [-0.4708, -0.8703, 1.4501], [-1.3305, -0.0451, -1.0171], [1.4092, 0.6677, -0.7430], [0.7960, -1.1905, 1.1050], [-0.5773, 1.4904, 1.5627], [0.6825, -1.6460, -1.0205], [-0.7929, -0.8654, 2.5931], [2.6274, -1.4755, -0.4139]]}

two.
{"formula": "C5H8N2S", "method": "ωB97M-V/def2-TZVPD", "gap_ev": 9.5, "smiles": "[H]/N=C(\\NS)C(=C)C=C", "mol_weight_g_mol": 128.20, "lumo_energy_ha": 0.021, "homo_ha": -0.32931, "symbols": ["H", "H", "C", "H", "N", "C", "C", "C", "N", "H", "H", "C", "H", "H", "S", "H"], "xyz": [[-0.7613, -0.9165, -1.6445], [1.1664, 2.7105, -0.6443], [-1.0105, 0.3899, 0.1175], [-2.3925, -2.6086, -0.9348], [1.4060, 0.3123, -0.4182], [0.2857, 1.0838, -0.2187], [-1.8682, 1.0486, 0.8677], [-2.1020, -1.8080, -0.2479], [0.2192, 2.3434, -0.3532], [2.1607, 0.7344, -0.9521], [1.5665, -1.9760, -0.4446], [-1.2545, -0.8388, -0.6332], [-2.6911, -1.6529, 0.7010], [-1.5719, 1.9750, 1.3811], [1.8581, -1.0533, 0.4815], [-2.8848, 0.7436, 0.9223]]}

Which one is most stable, and which one is least stable? two is the most stable of them, while one is the least stable.